Record 1
# C18H31CrN8O3S

A molecular structure, C18H31CrN8O3S in a non-equilibrium geometry (ωB97M-V with the def2-TZVPD basis set, the Open Molecules 2025 dataset).

XYZ file:
```
62
Properties=species:S:1:pos:R:3:forces:R:3
Cr 0.0223 0.4423 1.3396 -0.4 0.5 -0.6
N -1.3848 1.4909 2.6447 0.2 -1.7 0.0
C -2.5745 2.0423 2.0174 -2.0 0.9 0.2
C -2.2910 3.0458 0.9069 0.2 -0.6 -0.5
C -1.4769 2.5947 -0.2947 0.0 1.3 -0.2
N -0.0978 2.1999 0.0258 0.8 0.4 1.1
H -1.6818 0.8008 3.3553 0.3 0.5 -0.4
H -0.8397 2.1881 3.1317 0.2 0.3 0.1
H -3.2111 2.6118 2.7622 0.7 -0.7 -0.5
H -3.2106 1.1945 1.6935 0.5 0.4 -0.1
H -1.8712 3.9295 1.3258 0.6 0.8 0.5
H -3.2217 3.3734 0.4754 -0.6 0.1 0.1
H -1.4368 3.4147 -1.0636 -0.2 -0.7 0.7
H -1.9608 1.7544 -0.7173 -0.4 -0.9 -0.7
H 0.4379 3.0470 0.3110 -0.4 -0.8 0.3
H 0.3703 1.9851 -0.8359 0.2 -0.5 -0.6
N 4.1825 2.7133 2.2443 0.3 0.1 -1.2
C 3.9334 1.2426 2.1573 0.9 0.2 0.2
C 2.4608 1.1232 1.8677 -2.3 1.0 0.1
O 2.0274 0.2629 1.0136 0.2 0.4 1.0
O 1.6768 1.9695 2.4397 0.9 -2.3 -1.0
H 4.9992 2.9923 2.7694 0.5 -0.1 0.0
H 3.3744 3.1283 2.6688 -0.9 0.5 0.5
H 4.2138 3.0699 1.2402 0.0 -0.1 0.5
H 4.2835 0.8099 3.1230 -0.6 -0.1 -0.9
H 4.4919 0.8799 1.2968 0.1 -0.3 0.2
N -5.9159 -4.2188 -5.4321 1.4 1.1 1.4
C -5.1868 -3.6627 -4.7099 -1.9 -1.6 -1.8
C -4.2985 -3.0070 -3.8263 -0.7 1.7 1.2
C -2.9262 -3.1581 -3.9638 -0.5 -0.1 0.3
C -2.1118 -2.4792 -3.1122 1.6 1.2 1.5
C -2.5784 -1.5984 -2.0831 0.1 -1.3 -2.5
C -3.9406 -1.4061 -2.0276 -1.1 0.0 0.1
C -4.8297 -2.0974 -2.8616 2.1 -0.9 -0.3
C -1.6521 -0.9477 -1.2393 1.6 1.0 3.3
C -0.9659 -0.5140 -0.2884 -0.7 -0.1 -0.9
H -2.5581 -3.8390 -4.6963 0.4 -0.2 -0.4
H -1.0189 -2.5278 -3.1615 -0.4 -0.4 -0.3
H -4.3297 -0.6988 -1.3143 -0.2 0.0 0.2
H -5.8734 -2.0121 -2.6965 -0.8 0.2 -0.2
C 5.0281 1.0502 -3.8607 -0.8 -0.1 -0.4
N 4.5631 2.0821 -2.9585 -0.4 -0.8 1.3
C 3.8235 1.7856 -1.8829 0.9 0.5 -0.5
N 3.4937 0.5043 -1.6240 1.0 0.9 -1.2
S 3.4474 3.1387 -0.8995 -0.6 -0.3 0.6
H 5.6561 1.5414 -4.5944 -0.2 -0.3 -0.4
H 4.1074 0.5643 -4.2809 1.1 0.4 -0.2
H 5.6316 0.2778 -3.3758 0.0 0.2 0.2
H 4.8336 3.0589 -2.9834 0.2 -0.3 -0.4
H 3.8025 -0.2587 -2.2152 -0.2 0.3 0.1
H 2.7451 0.3784 -1.0067 -0.9 -0.5 1.1
C -1.2885 -4.2573 3.9438 0.2 -2.7 -0.8
N -0.7131 -2.9575 3.8284 0.1 0.8 -0.2
C -0.5306 -2.3241 2.6368 0.0 0.4 1.1
N -0.7907 -2.9146 1.4716 -0.2 -1.0 0.5
O -0.1001 -1.1195 2.6727 0.1 0.9 -0.6
H -1.1297 -4.6622 4.9793 -0.1 0.4 -1.2
H -0.7857 -4.9695 3.1772 -0.6 0.9 1.5
H -2.3650 -4.3116 3.7073 0.3 0.3 0.2
H -0.5399 -2.5046 4.7384 0.1 0.2 -1.4
H -1.1083 -3.8793 1.4236 0.1 0.5 0.1
H -0.8094 -2.3627 0.6176 0.1 0.1 0.1
```
Forces are in eV/Å.

**⟨S²⟩**: 3.799
**HOMO (spin up / spin down)**: -0.4815 / -0.4845 hartree
**Orbital gap (spin up / spin down)**: 6.509 / 7.724 eV
**Spin multiplicity**: 4
**ΔE to the lowest compared entry with this formula, charge and spin**: 15.9 kcal per mole
**Charge**: +2

***

Record 2
# C18H31KN3OV

A molecular structure, C18H31KN3OV in a non-equilibrium geometry (ωB97M-V with the def2-TZVPD basis set, the Open Molecules 2025 dataset).

XYZ file:
```
55
Properties=species:S:1:pos:R:3:forces:R:3
N -0.9362 -1.1601 1.6619 0.9 0.4 -1.2
C -0.8565 -2.0096 2.5445 0.3 -1.7 1.7
O -0.7763 -2.8279 3.4007 -0.3 2.4 -2.5
K -2.3482 2.2179 0.2744 -0.8 2.0 1.1
V -0.3406 -0.3059 0.0479 -1.1 -0.8 1.9
N 0.8433 1.1096 0.4162 -1.2 -0.3 -1.2
N -1.9590 0.1512 -0.8063 2.1 -1.9 -0.5
C 1.9551 1.1034 1.4095 0.6 -0.2 0.6
C -3.3029 -0.5379 -0.8827 -0.2 0.1 0.4
C 1.5679 1.9961 2.5906 -0.4 0.3 0.2
C 3.2746 1.5953 0.7970 0.2 0.2 -0.4
C 2.2148 -0.3021 1.9302 0.1 -0.4 0.0
C -4.2736 0.3037 -1.7205 -0.1 0.2 -0.3
C -3.1241 -1.9055 -1.5358 0.0 -0.3 -0.1
C -3.8440 -0.6792 0.5380 -0.3 -0.2 0.3
H 1.4448 3.0465 2.2948 0.1 -0.2 0.1
H 2.3465 1.9511 3.3650 -0.2 0.0 -0.3
H 0.6219 1.6566 3.0380 0.2 0.0 0.0
H 3.4882 1.0862 -0.1522 -0.1 0.1 0.3
H 4.0990 1.3608 1.4855 -0.3 0.1 -0.2
H 3.2948 2.6801 0.6347 0.0 -0.2 0.1
H 1.3572 -0.7277 2.4582 0.2 0.1 0.0
H 3.0548 -0.2494 2.6374 -0.3 -0.1 -0.2
H 2.5150 -0.9765 1.1201 0.0 0.2 0.2
H -4.4008 1.3436 -1.3573 0.0 -0.5 -0.1
H -5.2696 -0.1676 -1.6918 0.4 0.2 0.0
H -3.9652 0.3443 -2.7772 -0.2 0.0 0.3
H -2.7917 -1.8058 -2.5772 -0.1 -0.1 0.2
H -4.0863 -2.4387 -1.5408 0.3 0.2 -0.1
H -2.3938 -2.5234 -0.9962 -0.3 0.2 0.0
H -3.1140 -1.1397 1.2159 -0.4 0.2 -0.3
H -4.7269 -1.3340 0.5075 0.2 0.3 0.1
H -4.1807 0.2833 0.9723 0.1 -0.4 -0.2
C -1.3646 0.5244 -2.0940 -0.5 0.0 -0.5
H -0.2682 0.3457 -2.0612 0.0 0.3 -0.3
H -1.7701 -0.0831 -2.9207 0.4 0.1 0.3
H -1.5475 1.5852 -2.3728 0.3 -0.4 0.2
C 0.6625 2.4521 -0.2003 0.0 0.1 -0.2
H 1.6355 2.8863 -0.4705 -0.3 -0.2 0.1
H 0.1017 2.4249 -1.1532 0.1 -0.2 0.5
H 0.1844 3.1900 0.4856 0.3 -0.5 -0.3
C 0.3795 -2.0846 -0.9460 0.1 0.7 0.1
C 1.8488 -2.0152 -1.0169 0.7 -0.2 -0.2
C 2.6531 -2.9650 -0.3429 -0.4 0.4 0.0
C 4.0396 -2.8658 -0.3812 0.1 0.0 -0.1
C 4.6544 -1.8315 -1.0975 -0.3 0.0 0.1
C 3.8711 -0.8955 -1.7809 -0.2 -0.1 -0.2
C 2.4793 -1.0012 -1.7720 0.2 -0.4 0.2
H -0.1188 -2.0321 -1.9268 0.0 0.1 0.3
H -0.0208 -2.8861 -0.3068 0.1 0.3 -0.3
H 2.1650 -3.7689 0.2163 0.2 0.2 -0.2
H 4.6532 -3.6042 0.1382 -0.2 0.2 -0.2
H 5.7423 -1.7660 -1.1410 -0.3 0.0 0.1
H 4.3484 -0.0924 -2.3481 -0.1 -0.3 0.1
H 1.8645 -0.3167 -2.3668 0.3 -0.1 0.2
```
Forces are in eV/Å.

**HOMO (spin up / spin down)**: -0.5298 / -0.5300 hartree
**Orbital gap (spin up / spin down)**: 6.037 / 6.011 eV
**Charge**: +2

***

Record 3
# C18H31N3OS

C18H31N3OS in the gas phase in a non-equilibrium geometry (ωB97M-V with the def2-TZVPD basis set, the Open Molecules 2025 dataset).

XYZ file:
```
54
Properties=species:S:1:pos:R:3:forces:R:3
C -6.5446 -0.7501 0.2275 0.2 -0.1 0.0
C -5.3141 -0.2238 0.9094 -0.2 -0.1 0.0
C -4.2199 -0.9682 1.0237 0.1 0.0 0.1
C -2.9246 -0.6063 1.7004 0.0 0.0 0.0
N -1.7318 -0.6034 0.8738 0.1 -0.1 0.1
C -1.3897 -1.8673 0.2597 0.3 0.0 0.0
C 0.0650 -1.8076 -0.2017 -0.3 -0.2 0.0
N 0.2141 -0.7092 -1.1356 0.0 -0.1 0.0
C -0.1068 0.5443 -0.4808 -0.2 0.3 0.2
H 0.0320 1.3579 -1.1918 0.1 0.0 0.0
C -1.5738 0.5134 -0.0379 0.1 0.1 -0.3
C -2.4928 0.4906 -1.2782 0.0 0.5 0.1
H -3.4260 -0.0153 -1.0286 0.0 0.0 -0.1
H -1.9899 -0.0565 -2.0752 -0.1 -0.1 -0.1
C -2.8420 1.8866 -1.7812 -0.5 -0.4 0.1
O -1.6871 2.5227 -2.2896 0.4 0.2 -0.1
H -1.9279 3.3942 -2.6192 0.0 -0.1 0.0
H -3.2712 2.4802 -0.9596 0.0 -0.1 0.0
H -3.6022 1.8025 -2.5730 0.1 0.0 0.1
H -1.7784 1.4237 0.5377 0.0 0.0 0.0
H 0.5347 0.7189 0.3971 -0.1 0.0 -0.1
C 1.4871 -0.6997 -1.8305 -0.2 0.0 -0.2
C 2.6634 -0.6076 -0.9148 0.4 -1.0 -0.1
N 2.9951 0.4353 -0.2485 -0.3 0.8 -0.2
C 4.0445 0.2230 0.5894 0.6 -0.6 0.3
C 4.5328 -1.0463 0.5600 -0.2 -0.2 -0.2
S 3.6498 -2.0195 -0.5526 -0.2 0.8 0.0
H 5.3478 -1.4632 1.1161 0.2 0.0 0.2
C 4.5519 1.3514 1.4344 -0.1 0.1 -0.1
C 3.4204 1.8731 2.3210 0.2 -0.1 0.0
H 3.0542 1.0859 2.9767 -0.1 0.0 0.1
H 2.5982 2.2165 1.6983 -0.1 0.1 0.0
H 3.7709 2.7009 2.9332 0.0 0.1 0.1
C 5.0857 2.4642 0.5312 0.1 -0.1 0.2
H 5.9078 2.0984 -0.0805 0.1 0.0 -0.1
H 4.2928 2.8127 -0.1256 -0.1 0.1 -0.1
H 5.4421 3.2989 1.1305 0.0 0.1 0.0
H 5.3644 0.9732 2.0643 -0.1 0.0 -0.1
H 1.5606 -1.6176 -2.4214 0.0 0.1 0.0
H 1.4869 0.1619 -2.5040 0.1 -0.1 0.0
H 0.3356 -2.7410 -0.7024 0.0 0.0 0.0
H 0.7090 -1.6822 0.6856 0.0 0.0 0.0
H -1.5012 -2.6576 1.0071 0.0 0.0 0.0
H -2.0260 -2.1117 -0.6050 0.0 -0.1 0.0
H -2.9908 0.3760 2.1710 0.0 0.0 0.1
H -2.7466 -1.3415 2.4965 0.0 0.1 0.0
H -4.2312 -1.9682 0.6066 -0.1 -0.1 -0.1
C -5.4626 1.1745 1.4336 0.2 -0.1 0.0
H -6.0389 1.7746 0.7313 0.0 0.1 0.0
H -6.0024 1.1622 2.3811 -0.1 0.1 0.1
H -4.5030 1.6561 1.5935 0.1 0.1 0.1
H -7.4037 -0.6754 0.8935 -0.1 0.0 0.0
H -6.4214 -1.7887 -0.0679 0.0 -0.1 0.0
H -6.7645 -0.1596 -0.6625 -0.1 0.1 -0.1
```
Forces are in eV/Å.

**HOMO**: -0.2927 hartree
**Orbital gap**: 8.731 eV
**ΔE to the lowest compared entry with this formula, charge and spin**: 29.3 kcal per mole
**Charge**: 0